A 9-piece molecular cluster, C52H102N2O6S overall in a non-equilibrium geometry. Source: the Open Molecules 2025 dataset; level of theory: ωB97M-V/def2-TZVPD.

Each line ends with the Mulliken charge.
Cartesian coordinates (Å):
O  -2.970524  -6.518502  -3.445112  -0.58
N  -3.677376  -5.804389  -2.774510  1.07
O  -4.885533  -5.749943  -2.905177  -0.65
C  -3.057799  -5.026200  -1.723020  -0.50
C  -1.666987  -5.088718  -1.537745  0.17
C  -1.091778  -4.562793  -0.410543  -1.14
C  -1.845262  -3.578993  0.272091  0.33
C  -3.224615  -3.527258  0.146663  -0.14
C  -3.832286  -4.332385  -0.821504  -0.61
H  -1.021949  -5.526134  -2.289963  0.68
H  -0.043507  -4.458924  -0.161570  0.36
H  -1.405177  -3.008821  1.079925  0.33
H  -3.880850  -2.967497  0.795082  0.22
H  -4.901618  -4.418414  -0.973533  0.49
O  -1.786264  -2.041770  5.684159  -0.59
N  -2.719818  -2.666146  5.211083  1.05
O  -3.101474  -3.721367  5.678575  -0.63
C  -3.538952  -2.084844  4.149144  -0.25
C  -3.043040  -0.985534  3.459046  0.22
C  -3.762329  -0.559876  2.344572  -0.44
C  -5.035398  -1.034554  2.085859  -0.77
C  -5.600468  -2.050747  2.866679  -0.46
C  -4.812380  -2.568090  3.887987  -0.36
H  -2.054536  -0.607304  3.680720  0.49
H  -3.188414  0.068655  1.674567  0.33
H  -5.573424  -0.665790  1.221279  0.44
H  -6.648788  -2.274323  2.744427  0.44
H  -5.179736  -3.395750  4.481683  0.48
O  -3.070216  2.972142  1.313125  -0.57
S  -2.642609  4.341060  1.219563  1.08
O  -2.863077  5.275447  2.307009  -0.63
C  -0.846881  4.398016  0.845850  0.27
C  -0.744724  4.636284  -0.657438  -0.62
C  -1.924654  5.505028  -1.080304  -0.69
C  -3.173206  5.014670  -0.364730  -0.86
H  -0.460680  3.536748  1.380672  -0.35
H  -0.578147  5.387505  1.224473  0.21
H  0.253629  4.873591  -1.029412  0.51
H  -0.813035  3.669682  -1.187289  0.11
H  -2.023065  5.459970  -2.162135  0.43
H  -1.696355  6.516627  -0.730039  0.28
H  -3.487912  4.061892  -0.810439  0.35
H  -4.040237  5.655237  -0.496801  0.44
C  4.047044  -9.136351  -4.077502  -1.11
C  3.416592  -9.177230  -2.701066  -0.47
C  3.316601  -7.807652  -1.977749  -0.61
C  2.842470  -6.679210  -2.929179  -0.80
C  2.216606  -5.564297  -2.080610  0.71
C  3.193103  -4.745190  -1.229065  -1.37
H  4.195170  -10.078910  -4.603469  0.35
H  5.049432  -8.693186  -4.101883  0.29
H  3.421733  -8.478734  -4.682827  0.26
H  2.417267  -9.609077  -2.802529  0.28
H  3.923290  -9.800634  -1.956607  0.33
H  4.283886  -7.537989  -1.548724  0.32
H  2.618558  -7.861815  -1.141180  0.38
H  3.727500  -6.393071  -3.496320  0.37
H  2.026558  -6.994017  -3.582071  0.37
H  1.663008  -4.907598  -2.768403  -0.43
H  1.380636  -5.936786  -1.479584  0.16
H  3.477679  -5.259434  -0.305068  0.34
H  4.128848  -4.675620  -1.785788  0.42
H  2.770222  -3.803607  -0.882330  0.22
C  0.539259  6.584828  4.741763  -1.26
C  0.619667  5.578921  5.869598  1.10
C  2.024240  5.011846  6.162515  -1.40
C  2.535647  4.046128  5.098119  0.35
C  3.962977  3.625882  5.346327  -0.84
C  4.383991  2.294605  4.737141  -1.26
H  -0.496480  6.862805  4.542004  0.36
H  0.924973  6.119767  3.823998  0.20
H  1.155441  7.479546  4.842390  0.35
H  0.235160  6.125647  6.737409  0.46
H  -0.043308  4.732787  5.686655  -0.94
H  1.917631  4.478610  7.112634  0.42
H  2.759833  5.787718  6.403519  0.47
H  2.009139  3.109622  5.327952  -0.12
H  2.327056  4.405564  4.091353  0.43
H  4.682107  4.370125  4.967783  0.32
H  4.223941  3.725529  6.405105  0.42
H  4.543973  2.290570  3.653681  0.32
H  5.408219  2.038960  5.034469  0.41
H  3.754784  1.438448  4.984449  0.27
C  -3.263389  6.983525  6.460328  -0.95
C  -3.908754  5.808185  5.667679  -0.76
C  -3.098998  4.527376  5.631327  0.41
C  -2.931269  3.855858  7.025547  -0.78
C  -1.988946  2.680907  6.908886  0.65
C  -2.723890  1.419617  6.441719  -1.51
H  -3.630617  7.969296  6.184002  0.37
H  -2.215790  6.972853  6.125750  0.05
H  -3.203362  6.874464  7.540762  0.32
H  -4.835798  5.663047  6.239075  0.31
H  -4.268315  6.115537  4.686518  0.37
H  -2.111995  4.769404  5.233892  -0.38
H  -3.535782  3.749694  5.001564  0.31
H  -2.385804  4.634968  7.570176  0.36
H  -3.833384  3.529685  7.539206  0.41
H  -1.119390  2.779312  6.253605  -0.66
H  -1.577923  2.505860  7.910025  0.44
H  -2.091993  0.534861  6.323521  0.39
H  -3.473058  1.107894  7.173439  0.49
H  -3.169131  1.593249  5.459280  0.20
C  3.681366  1.289337  -3.848973  -1.11
C  2.940623  2.042244  -4.939378  -0.54
C  2.530713  1.214125  -6.165987  0.43
C  3.640747  0.809535  -7.120878  -0.43
C  4.015941  1.960355  -8.049578  -0.44
C  5.178771  1.682230  -9.027287  -1.27
H  3.188643  0.346783  -3.591660  0.18
H  3.713701  1.841832  -2.909102  0.38
H  4.699374  1.042317  -4.149852  0.34
H  2.065936  2.609523  -4.603404  0.35
H  3.517934  2.908248  -5.292397  0.30
H  1.836384  1.759700  -6.816839  0.45
H  1.926751  0.399090  -5.753587  -0.78
H  4.492163  0.461276  -6.522876  0.29
H  3.359341  -0.083209  -7.686832  0.30
H  3.149449  2.312420  -8.623390  0.33
H  4.167682  2.876085  -7.467188  0.30
H  6.078639  1.399407  -8.479149  0.31
H  4.942479  0.853689  -9.690539  0.31
H  5.362078  2.632546  -9.525312  0.38
C  1.038313  -0.906535  -1.157307  -0.26
C  -0.134818  -0.152991  -0.511913  -0.48
C  -0.211723  -0.236612  1.010875  1.38
C  0.916965  0.485665  1.731038  -1.38
C  0.752310  0.613257  3.236731  0.04
C  -0.106047  1.854612  3.548768  0.15
H  0.853597  -1.987252  -1.160866  -0.19
H  2.040952  -0.842335  -0.732734  0.47
H  1.072001  -0.622010  -2.210699  -0.24
H  -0.110599  0.895439  -0.816523  -0.02
H  -1.035287  -0.602712  -0.938254  0.53
H  -0.228542  -1.232032  1.467108  0.20
H  -1.182182  0.217576  1.246738  -1.11
H  1.867835  0.001939  1.469961  0.59
H  1.088957  1.426733  1.189694  0.38
H  0.476153  -0.277633  3.803043  0.36
H  1.790067  0.730894  3.572836  -0.14
H  -0.960928  1.904599  2.865617  -0.07
H  -0.651673  1.805920  4.499782  -0.74
H  0.439492  2.795123  3.583286  0.45
C  0.395188  -3.335080  -7.220531  -1.28
C  -0.058123  -4.139018  -5.997731  -0.24
C  -1.323283  -3.541664  -5.307183  -0.49
C  -0.973133  -2.502862  -4.247695  0.38
C  -0.485439  -1.144133  -4.768372  0.08
C  -1.421334  -0.390342  -5.732866  -1.58
H  1.122003  -2.564235  -6.983479  0.24
H  -0.438044  -3.016270  -7.848858  0.28
H  0.854627  -4.040693  -7.925113  0.44
H  -0.452139  -5.106043  -6.323934  0.41
H  0.737099  -4.351213  -5.285559  0.04
H  -1.853919  -4.358889  -4.799857  -0.04
H  -2.112310  -3.278848  -6.016533  0.46
H  -1.735976  -2.366310  -3.471244  0.48
H  -0.159705  -2.905663  -3.632592  -0.48
H  -0.332951  -0.453212  -3.933057  0.20
H  0.513930  -1.268426  -5.192163  -0.03
H  -2.371969  -0.349773  -5.192298  0.36
H  -1.127034  0.643150  -5.901177  0.44
H  -1.536462  -0.950238  -6.658907  0.29

Atoms 1-6, force components in eV/Å:
0.6 -0.2 -0.4
-0.6 -0.4 -0.2
-0.1 0.3 0.2
1.3 0.3 1.1
0.3 -0.9 -0.8
-0.4 3.3 0.2

As for the HOMO energy: -10.04 eV. As for the energy relative to the best compared isomer or geometry (same formula, charge and spin): 0.0 kcal/mol. Its LUMO energy is -0.6 eV. As for the charge: 0. The max |F| comes out at 3.33 eV/A. For the total energy, the calculation gives -3001.3612 a.u. As for the structure (SMILES): O=[N+]([O-])c1ccccc1.O=[N+]([O-])c1ccccc1.O=S1(=O)CCCC1.CCCCCC.CCCCCC.CCCCCC.CCCCCC.CCCCCC.CCCCCC.

---

C37H40Br56O3 as an isolated structure in a non-equilibrium geometry. Source: the Open Molecules 2025 dataset; level of theory: ωB97M-V/def2-TZVPD.

Each line ends with the Mulliken charge.
Cartesian coordinates (Å):
C  1.234832  3.826060  -0.300219  -0.80
C  -0.117950  4.128944  0.511389  0.38
C  -1.405402  3.503814  -0.157645  -0.29
C  -2.309127  2.625626  0.776282  1.70
C  -3.295648  1.865506  0.209323  0.32
C  -3.566113  1.831466  -1.344815  -0.61
C  -4.884542  2.571087  -1.772316  -0.31
C  -4.872170  4.132543  -1.466921  -0.55
Br  -5.917297  4.425134  0.183213  -0.09
C  -4.220625  0.930654  1.092284  -0.61
O  -5.400453  0.783903  0.872867  -0.45
C  -3.494808  0.256913  2.313875  1.18
C  -2.435759  1.085819  2.928850  0.05
C  -1.650535  0.592512  4.046248  -1.00
C  -1.954317  -0.769981  4.530735  -0.25
C  -3.007426  -1.585831  3.936145  0.11
C  -3.260112  -3.029320  4.489622  -1.39
C  -1.958818  -3.934865  4.477235  -0.82
C  -1.038367  -3.714483  3.200037  -0.64
Br  0.723307  -2.915900  3.683374  -0.04
C  -3.817390  -1.100625  2.808273  0.29
O  -4.824554  -1.871494  2.251352  -0.67
C  -2.150186  2.515767  2.326505  -0.15
O  -1.875528  3.440103  3.049960  -0.57
H  1.069328  3.145772  -1.178104  0.48
H  1.922565  3.258362  0.390175  -0.20
H  1.786898  4.762137  -0.576967  0.26
H  -0.242172  5.252859  0.475301  -0.38
H  0.075562  3.807336  1.559866  0.36
H  -1.984914  4.327618  -0.640887  -0.48
H  -1.047820  2.822516  -0.981895  0.20
H  -3.723009  0.739904  -1.594818  -0.19
H  -2.676747  2.140522  -1.952347  0.34
H  -5.822739  2.101534  -1.397506  -0.23
H  -4.939404  2.499540  -2.901120  0.45
H  -3.837041  4.542206  -1.437155  0.14
H  -5.433086  4.639217  -2.297190  0.46
H  -0.834939  1.203927  4.501689  0.61
H  -1.338022  -1.177519  5.368090  0.43
H  -3.615558  -2.910333  5.546848  0.38
H  -4.044582  -3.527552  3.861963  0.30
H  -2.268905  -5.014609  4.500237  0.52
H  -1.346266  -3.666428  5.379596  0.59
H  -0.786444  -4.730452  2.797690  0.53
H  -1.530811  -3.159086  2.364522  0.30
H  -4.919753  -1.643677  1.307093  0.29
C  2.709958  0.133703  1.739929  -0.57
Br  0.869447  0.482904  2.215471  0.18
Br  2.941205  -1.658783  1.058951  0.03
Br  3.392681  1.465073  0.524516  0.04
H  3.294354  0.205098  2.651571  0.45
C  6.229778  2.242190  -2.458402  -0.36
Br  7.437046  2.586513  -0.984498  -0.04
Br  5.829356  0.358925  -2.634410  0.06
Br  4.622382  3.310875  -2.333505  0.00
H  6.741988  2.544500  -3.366322  0.37
C  3.373066  -5.442967  1.435511  0.07
Br  1.584051  -6.104877  1.108594  -0.05
Br  4.467229  -6.738356  2.363400  0.05
Br  4.217645  -4.820177  -0.190467  -0.04
H  3.278705  -4.582615  2.093043  0.02
C  10.850423  0.880439  -2.051509  0.10
Br  10.488819  -0.785165  -1.137257  0.03
Br  12.397122  1.780285  -1.318269  -0.01
Br  11.002108  0.630617  -3.963114  -0.01
H  9.995575  1.527450  -1.882256  -0.14
C  7.727326  -3.602954  2.477947  -0.40
Br  5.899523  -3.221500  2.984553  0.05
Br  7.949423  -5.420663  1.846324  -0.01
Br  8.381832  -2.311116  1.197466  0.02
H  8.332100  -3.502985  3.373285  0.36
C  1.368061  -7.134045  4.793076  0.46
Br  2.581825  -6.794150  6.258513  0.05
Br  0.883597  -9.003695  4.675983  -0.04
Br  -0.189910  -5.986528  4.863176  0.15
H  1.900286  -6.887103  3.879997  -0.63
C  4.179795  4.540010  -6.625096  -0.36
Br  3.046860  3.193260  -5.818641  -0.03
Br  5.047420  5.648648  -5.296687  -0.05
Br  5.456278  3.760901  -7.849933  0.09
H  3.534782  5.189264  -7.207539  0.36
C  5.942817  -8.864900  -1.312333  -0.31
Br  7.241999  -9.674066  -2.495615  -0.04
Br  6.762825  -7.590613  -0.109091  0.01
Br  4.468342  -8.085654  -2.290339  -0.03
H  5.532073  -9.661474  -0.700139  0.32
C  6.689783  0.326129  -9.698094  0.06
Br  5.487655  -0.275401  -11.088558  -0.02
Br  6.093865  -0.227222  -7.944043  0.02
Br  8.513998  -0.216124  -10.041129  -0.01
H  6.672993  1.411386  -9.711756  -0.09
C  -8.380030  7.597017  2.213331  -0.30
Br  -7.900175  7.840729  0.356935  -0.04
Br  -10.252078  7.967148  2.527022  -0.02
Br  -7.879574  5.844506  2.862285  -0.06
H  -7.811618  8.321536  2.786432  0.38
C  -9.189382  0.227392  -1.794867  -0.38
Br  -7.900639  -0.561530  -3.005646  -0.07
Br  -8.355312  1.469147  -0.573408  0.12
Br  -10.667506  1.036243  -2.745408  -0.05
H  -9.599832  -0.580015  -1.197804  0.38
C  5.546946  -4.542891  8.149348  -0.43
Br  4.246738  -3.402599  9.015149  -0.01
Br  5.306892  -6.399614  8.637259  -0.05
Br  5.546349  -4.300115  6.229499  0.12
H  6.524495  -4.241044  8.509860  0.36
C  6.607817  6.277711  -11.487756  -0.33
Br  7.805564  6.615787  -10.007664  -0.01
Br  6.208691  4.394287  -11.670542  -0.01
Br  4.997873  7.342264  -11.366968  -0.01
H  7.124243  6.582563  -12.391623  0.34
C  -10.618104  3.192529  3.343828  -0.24
Br  -11.934333  4.291300  4.240461  -0.05
Br  -10.824065  1.320754  3.783420  -0.02
Br  -10.619737  3.486458  1.434907  0.05
H  -9.644955  3.500256  3.712265  0.24
C  -0.286751  8.864024  -0.429321  -0.32
Br  -0.400621  7.256259  -1.498489  0.00
Br  -0.844274  8.549221  1.394854  -0.03
Br  1.473198  9.660192  -0.518355  -0.03
H  -0.981564  9.579394  -0.855993  0.36
C  -15.653616  4.140868  3.065214  0.16
Br  -16.973400  5.238661  3.957118  -0.02
Br  -15.862731  2.268143  3.505374  0.00
Br  -15.650074  4.431930  1.153689  -0.01
H  -14.680445  4.450368  3.434910  -0.15
C  7.804271  -13.524050  -1.641165  -0.25
Br  9.667080  -13.045860  -1.856388  0.00
Br  7.508580  -15.410908  -1.943477  -0.03
Br  7.107985  -12.954548  0.072594  0.00
H  7.248200  -12.988638  -2.403834  0.27
C  -2.493545  -2.543791  -2.819896  -0.41
Br  -1.041262  -3.819103  -2.811617  -0.03
Br  -3.126583  -2.148238  -1.043562  0.10
Br  -2.029935  -0.916337  -3.731666  -0.02
H  -3.314416  -2.999593  -3.363346  0.42

Atoms 1-6, force components in eV/Å:
-0.1 -0.4 1.0
0.7 0.8 -0.9
0.7 -0.4 0.7
-0.6 -0.7 -0.4
0.1 -0.1 -0.1
-0.9 -1.0 0.9

As for the HOMO energy: -8.99 eV. Its LUMO energy is -0.7 eV. As for the charge: 0. The max |F| comes out at 3.08 eV/A. For the total energy, the calculation gives -145804.0725 a.u.

---

> Which of these has the highest max |F|?

C52H102N2O6S